Computed, not measured: a molecular structure, C18H48N2O3PtSi4, with ωB97M-V/def2-TZVPD.

Last column: Löwdin charge in e.
Element x y z (Å)
1 Pt -0.5036 0.1822 -0.4381  1.40
2 C -1.0569 0.1242 -3.5528  -0.04
3 O -1.1045 -0.5954 -2.3007  -0.45
4 Si -0.9578 -2.2656 -1.9963  0.41
5 C -2.3380 -3.3302 -2.5988  -0.13
6 C 0.6583 -2.8288 -2.7044  -0.12
7 C -0.8624 -1.7731 -0.1425  -0.47
8 Si -2.7367 -1.5881 0.6120  0.49
9 C -2.7805 -0.8122 2.3008  -0.16
10 C -3.8277 -0.5679 -0.5122  -0.16
11 C -3.2239 -3.3920 0.7046  -0.12
12 Si 0.4720 -2.5976 0.9665  0.43
13 C 2.0881 -1.7097 0.6452  -0.16
14 C 0.0695 -2.4380 2.7768  -0.15
15 C 0.6317 -4.3992 0.4949  -0.15
16 H -1.5964 -0.4609 -4.2961  0.11
17 H -0.0240 0.2744 -3.8560  0.10
18 H -1.5638 1.0749 -3.4119  0.09
19 H -2.2394 -3.4944 -3.6750  0.06
20 H -3.3375 -2.9465 -2.4062  0.04
21 H -2.2409 -4.3122 -2.1270  0.06
22 H 0.6665 -2.6176 -3.7780  0.06
23 H 0.7478 -3.9121 -2.6033  0.05
24 H 1.5367 -2.3637 -2.2605  0.03
25 H -2.2026 0.1078 2.3598  0.00
26 H -2.4662 -1.4789 3.1011  0.04
27 H -3.8271 -0.5496 2.4857  0.06
28 H -3.4606 0.4577 -0.6094  0.03
29 H -4.8153 -0.5003 -0.0480  0.06
30 H -3.9666 -0.9703 -1.5149  0.03
31 H -2.4465 -4.0189 1.1436  0.04
32 H -3.5352 -3.8219 -0.2428  0.03
33 H -4.0773 -3.4147 1.3899  0.07
34 H 2.1074 -0.6989 1.0599  0.03
35 H 2.3473 -1.6700 -0.4116  0.00
36 H 2.8639 -2.2900 1.1539  0.06
37 H -0.1578 -1.4164 3.0676  -0.01
38 H 0.9614 -2.7516 3.3275  0.06
39 H -0.7473 -3.0850 3.0998  0.05
40 H 1.0726 -4.5420 -0.4918  0.03
41 H -0.3241 -4.9273 0.5213  0.04
42 H 1.2860 -4.8947 1.2160  0.06
43 C -0.2233 3.5202 -1.3909  0.00
44 N 1.2259 3.3047 -1.3964  -0.08
45 C 2.0745 4.4553 -1.7353  0.00
46 C 1.7084 2.0725 -1.2819  -0.41
47 O 0.8927 1.0634 -1.5352  -0.19
48 N 3.0039 1.7890 -1.1182  -0.09
49 C 3.5695 0.5348 -1.6139  -0.01
50 C 3.9766 2.6453 -0.4327  -0.02
51 H -0.4150 4.5488 -1.6775  0.10
52 H -0.6443 3.3501 -0.4014  0.07
53 H -0.7042 2.8639 -2.1139  0.08
54 H 1.4689 5.1616 -2.2949  0.10
55 H 2.8894 4.1311 -2.3783  0.10
56 H 2.4694 4.9593 -0.8562  0.10
57 H 2.8235 -0.0255 -2.1652  0.08
58 H 3.9494 -0.0619 -0.7869  0.09
59 H 4.3980 0.7746 -2.2816  0.11
60 H 3.4768 3.3348 0.2343  0.07
61 H 4.6118 3.1908 -1.1289  0.11
62 H 4.6090 1.9931 0.1686  0.11
63 C -1.6529 3.1159 2.8153  -0.14
64 Si -0.1089 2.1513 2.4814  0.35
65 C 1.3395 3.2618 2.0978  -0.14
66 C 0.3325 0.9912 3.8632  -0.15
67 O -0.4660 1.2523 1.0856  -0.51
68 H -1.4682 3.8141 3.6380  0.05
69 H -2.4791 2.4732 3.1246  0.04
70 H -1.9860 3.7114 1.9633  0.04
71 H 1.6486 3.7851 3.0068  0.06
72 H 1.0823 4.0307 1.3654  0.03
73 H 2.1991 2.6904 1.7490  0.02
74 H 0.6739 1.6072 4.7022  0.06
75 H 1.1501 0.3148 3.6160  0.03
76 H -0.5147 0.4097 4.2292  0.04

Cartesian forces (eV/Å) of the 2 atoms listed first:
Pt -0.3630 -0.2598 -0.4946
C 0.0191 -0.0815 0.0392

Calculated values
**M**: 648.02 g mol⁻¹
**HOMO level**: -15.30 eV
**LUMO**: -8.7 eV
**Energy above the lowest of the compared OMol25 structures with the same formula, charge and spin**: 0.7864 eV
**Electronic energy**: -63313.505 eV
**Net charge**: +2

=====

Computed, not measured: a molecular structure, C19H12CrN7O, with ωB97M-V/def2-TZVPD.

Last column: natural (NBO) charge in e.
Element x y z (Å)
1 Cr -0.4758 0.0098 0.8417  1.23
2 C -0.6961 -4.3191 0.2299  0.03
3 C -1.0702 -3.0116 0.5420  0.06
4 N -0.1806 -2.0341 0.4817  -0.47
5 C 1.0855 -2.3320 0.1176  0.13
6 C 1.4271 -3.6325 -0.1843  0.03
7 N 0.5383 -4.6269 -0.1272  -0.32
8 C 2.0106 -1.1569 0.0079  0.21
9 C 3.3792 -1.1900 -0.1504  -0.23
10 C 4.0976 0.0083 -0.2250  0.17
11 C 3.3799 1.2071 -0.1502  -0.25
12 C 2.0113 1.1745 0.0080  0.28
13 N 1.3660 0.0091 0.0924  -0.53
14 C 1.0871 2.3505 0.1178  0.12
15 C 1.4294 3.6506 -0.1845  0.03
16 N 0.5413 4.6455 -0.1277  -0.32
17 C -0.6934 4.3386 0.2295  0.03
18 C -1.0681 3.0313 0.5421  0.06
19 N -0.1792 2.0533 0.4822  -0.47
20 C 5.5850 0.0083 -0.3630  -0.09
21 C 6.3079 1.1938 -0.4314  -0.22
22 C 7.6881 1.1405 -0.5480  0.05
23 N 8.3862 0.0084 -0.6004  -0.37
24 C 7.6891 -1.1237 -0.5363  0.05
25 C 6.3090 -1.1771 -0.4192  -0.22
26 H -1.4224 -5.1207 0.2774  0.23
27 H -2.0723 -2.7488 0.8544  0.24
28 H 2.4344 -3.8883 -0.4888  0.22
29 H 3.8829 -2.1421 -0.2072  0.24
30 H 3.8841 2.1590 -0.2061  0.23
31 H 2.4369 3.9058 -0.4891  0.22
32 H -1.4191 5.1405 0.2766  0.23
33 H -2.0702 2.7693 0.8548  0.24
34 H 5.8378 2.1656 -0.3968  0.21
35 H 8.2591 2.0599 -0.6011  0.21
36 H 8.2611 -2.0430 -0.5797  0.21
37 H 5.8398 -2.1489 -0.3738  0.21
38 O -3.2235 0.0067 4.0943  -0.54
39 C -2.5841 0.0088 3.1094  0.83
40 N -1.9396 0.0109 2.0989  -0.98

Cartesian forces (eV/Å) of the 2 atoms listed first:
Cr -0.7414 0.0000 0.2557
C -0.0649 0.0148 0.0281

Calculated values
**2S+1**: 5
**M**: 406.35 g mol⁻¹
**⟨S²⟩**: 6.016
**HOMO level (spin up / spin down)**: -11.68 / -12.52 eV
**LUMO (spin up / spin down)**: -4.7 / -4.9 eV
**Electronic energy**: -60793.458 eV
**Net charge**: +1

=====

Computed, not measured: a molecular structure, C9H18Br3GaIO2S, with ωB97M-V/def2-TZVPD.

Last column: natural (NBO) charge in e.
Element x y z (Å)
1 C 0.2816 3.6817 2.0983  -0.62
2 C 1.2135 2.5003 1.8799  -0.52
3 S 0.4791 1.2299 0.8231  0.15
4 C -0.4710 0.1428 1.9343  -1.05
5 Ga 0.2249 -1.7672 1.9840  1.05
6 I -1.7541 -3.1836 3.0679  -0.55
7 C 0.4758 -2.5614 0.1274  -0.91
8 C 1.8409 -2.2349 -0.4837  -0.44
9 C 1.9329 -2.5297 -1.9769  -0.07
10 O 0.7317 -2.2238 -2.7119  -0.53
11 C 0.4060 -0.9279 -2.7004  0.80
12 C -1.0582 -0.6803 -2.8094  -0.72
13 O 1.1949 -0.0638 -2.6421  -0.59
14 H 0.3174 4.3851 1.2831  0.20
15 H -0.7244 3.3546 2.3156  0.21
16 H 0.6282 4.2303 2.9722  0.19
17 H 1.5286 2.1258 2.8452  0.21
18 H 2.0905 2.8562 1.3626  0.21
19 H -0.5207 0.5511 2.9349  0.22
20 H -1.4988 0.1437 1.5902  0.21
21 H 1.5359 -1.9174 2.8937  -0.34
22 H -0.3520 -2.3563 -0.5361  0.20
23 H 0.4638 -3.6356 0.2847  0.21
24 H 2.5369 -2.9204 -0.0169  0.20
25 H 2.1909 -1.2375 -0.2472  0.21
26 H 2.7779 -2.0425 -2.4465  0.18
27 H 2.0674 -3.5952 -2.0773  0.18
28 H -1.5421 -1.1949 -1.9890  0.24
29 H -1.4444 -1.1245 -3.7143  0.23
30 H -1.2520 0.3712 -2.7746  0.22
31 C -2.7486 2.0787 -0.6383  -0.51
32 Br -2.6905 3.1903 -2.2136  0.07
33 Br -3.1898 3.0957 0.9342  0.08
34 Br -3.9251 0.5718 -0.8699  0.09
35 H -1.7469 1.6877 -0.4829  0.26

Cartesian forces (eV/Å) of the 2 atoms listed first:
C 0.4939 0.0740 0.8189
C -0.7247 0.3788 -0.1557

Calculated values
**M**: 626.65 g mol⁻¹
**HOMO level**: -4.69 eV
**LUMO**: 2.1 eV
**Electronic energy**: -295162.033 eV
**Net charge**: -1